16
Properties=species:S:1:pos:R:3:lowdin_charge:R:1 method="wB97M-V/def2-TZVPD" charge=0 relative_energy_kj_mol=183.7 e_tot_ha=-467.4787 gap_ev=8.83 spin_multiplicity=1 homo_ev=-8.203
C -1.3783 0.2855 -2.1268 -0.15
N -1.1966 -0.4412 -0.8867 0.02
C -0.0701 -0.3287 -0.3060 -0.41
N 1.0112 0.5259 -0.5874 0.18
C 1.6754 0.5204 0.5397 -0.48
O 2.6679 1.3499 0.8272 0.12
N 1.2930 -0.3898 1.4582 0.13
N 0.1365 -0.9831 0.9350 -0.17
N -0.8966 -1.1177 1.8083 0.05
H -2.2415 0.9661 -2.0594 0.07
H -1.6157 -0.3995 -2.9198 0.06
H -0.4821 0.8490 -2.4444 0.06
H 2.8299 1.8655 -0.0069 0.15
H 1.2340 -0.2181 2.4703 0.16
H -1.3256 -2.0631 1.7239 0.11
H -1.6414 -0.4210 1.5747 0.10